[1]
This record from the OMol25 dataset describes C40H30N5O6SZr as an isolated structure. The level of theory is ωB97M-V with the def2-TZVPD basis set.

Calculated values
ΔE to the lowest compared entry with this formula, charge and spin = 9.50 kcal per mole
charge = +1
energy = -73816.1215 eV
multiplicity = 1
orbital gap = 7.808 eV

Last column: Mulliken charge in e.
Geometry (Å):
H1 -6.506 0.344 0.974  0.457
C1 1.164 2.475 -5.558  -0.683
C2 -1.370 -2.621 0.446  1.009
C3 -0.725 -0.826 3.500  0.276
H2 -1.602 1.072 -4.186  0.442
H3 -2.256 -4.288 4.431  0.456
C4 -5.491 0.681 1.144  -0.445
H4 -0.471 1.340 -6.365  0.433
C5 -1.490 -2.419 5.158  -0.737
H5 -3.732 2.615 3.275  0.409
H6 1.502 3.326 -2.293  0.277
H7 -0.301 0.135 3.250  0.510
H8 -1.388 -2.877 -4.852  0.487
S1 -1.954 -3.896 1.434  -0.457
H9 -1.744 1.811 -1.954  0.388
N1 -0.901 -1.580 1.112  1.514
H10 -0.467 -0.918 -3.739  0.686
C6 -1.253 2.994 2.909  -2.335
C7 -3.168 0.685 0.490  0.127
O1 7.380 0.913 -4.820  -0.596
C8 5.365 0.984 -3.023  -0.710
H11 6.153 1.719 -2.957  0.514
C9 3.761 -0.286 3.247  0.584
C10 5.383 0.050 -4.040  -0.074
C11 4.890 -0.371 4.147  -0.369
C12 4.313 0.947 -2.124  -0.300
C13 2.063 -1.309 1.940  -0.416
C14 4.424 -0.930 -4.193  -0.630
C15 -2.886 1.544 1.587  1.372
O2 1.651 1.048 -0.948  -0.633
H12 -2.302 -4.650 -1.082  0.461
H13 3.485 -2.419 3.096  0.573
H14 -1.561 2.592 3.875  0.477
C16 -1.564 2.020 1.813  0.978
H15 1.661 2.597 -6.510  0.430
O3 -0.580 1.649 1.108  0.409
H16 -0.186 3.194 2.922  0.281
H17 -4.705 -0.385 -0.546  0.532
H18 -1.653 -2.669 6.198  0.453
C17 -0.103 2.161 -3.108  0.389
C18 -4.502 0.268 0.292  -1.066
O4 1.649 -1.137 -0.962  -0.561
C19 -0.949 -1.173 4.817  -1.163
C20 -3.944 1.956 2.443  -1.243
N2 1.595 -0.126 1.540  1.384
C21 -0.027 1.767 -5.475  -0.569
H19 -2.320 -4.758 -3.536  0.406
H20 2.625 -1.741 -3.342  0.573
O5 -2.260 0.269 -0.342  0.246
O6 6.468 -0.686 -5.942  -0.599
C22 -1.825 -3.329 4.178  -0.786
N3 -0.744 1.936 -1.830  -0.409
H21 3.760 1.868 3.151  0.557
C23 -1.601 -2.971 2.850  0.908
C24 2.207 0.982 1.968  -0.621
C25 -1.393 -2.686 -1.021  1.128
C26 -1.919 -3.887 -3.036  -1.088
C27 -0.882 -1.710 -3.126  -0.523
C28 -0.878 -1.594 -1.739  1.215
N4 5.786 -0.438 4.861  -0.423
C29 -1.396 -2.828 -3.770  -0.883
H22 2.623 3.613 -4.468  0.466
Zr1 -0.157 0.031 -0.324  -1.202
H23 1.809 1.921 1.612  0.505
C30 3.340 -0.037 -2.251  0.191
C31 -0.664 1.613 -4.251  -0.532
C32 3.291 0.951 2.824  -0.983
N5 6.498 0.110 -5.029  1.017
H24 1.559 -2.183 1.551  0.552
C33 3.392 -0.980 -3.271  -0.483
H25 -6.020 1.849 2.894  0.424
C34 2.186 -0.060 -1.333  1.222
C35 1.705 3.042 -4.411  -0.535
H26 -1.794 3.930 2.759  0.557
H27 -0.597 2.729 -1.215  0.326
C36 3.140 -1.440 2.795  -1.118
H28 4.496 -1.631 -5.012  0.517
C37 -1.909 -3.817 -1.656  -1.238
H29 -0.700 -0.469 5.600  0.467
H30 4.246 1.680 -1.330  0.490
C38 -1.047 -1.746 2.501  -1.378
C39 1.073 2.891 -3.186  -0.305
C40 -5.222 1.535 2.236  -0.982

***

[2]
This record from the OMol25 dataset describes C40H30N6O3ReS4 as an isolated structure. The level of theory is ωB97M-V with the def2-TZVPD basis set.

Calculated values
ΔE to the lowest compared entry with this formula, charge and spin = 7.35 kcal per mole
charge = +1
energy = -102515.6529 eV
multiplicity = 1
orbital gap (spin up / spin down) = 5.193 / 5.194 eV

Last column: Mulliken charge in e.
Geometry (Å):
C1 -1.946 4.505 -2.413  -0.796
H1 1.560 3.853 2.950  0.524
C2 -1.487 2.586 0.914  -0.235
O1 -1.852 -1.511 0.129  0.169
C3 -0.461 -5.263 3.008  -0.491
H2 -6.211 -5.315 -0.015  0.408
C4 -5.745 -4.343 -0.109  -0.913
H3 -0.007 -5.839 3.804  0.454
H4 -4.076 -0.889 -0.477  0.372
C5 -4.366 -4.238 -0.049  -0.371
C6 2.287 0.640 -2.086  0.318
C7 -5.921 -1.971 -0.413  -1.015
H5 -4.495 5.258 -1.730  0.380
C8 0.714 3.503 2.374  -1.000
H6 -1.789 -1.393 1.088  0.279
S1 1.719 -1.168 3.081  -0.062
C9 2.088 -1.105 1.392  0.268
H7 8.075 0.973 3.069  0.389
H8 5.983 -0.317 3.381  0.476
H9 3.968 2.297 0.656  0.495
C10 3.281 0.915 -3.006  0.244
H10 -3.765 -5.126 0.088  0.446
C11 -1.847 1.868 -2.392  0.367
C12 -4.537 -1.860 -0.359  -0.120
S2 3.413 0.537 4.878  -0.243
C13 -0.747 3.826 -2.440  -0.276
H11 4.028 0.498 -4.977  0.568
C14 -0.243 1.951 0.804  0.098
N1 -3.055 2.412 -2.373  -0.449
C15 4.306 1.866 -2.669  -0.298
C16 6.045 2.731 1.004  -0.893
C17 6.012 0.536 2.716  -0.361
H12 6.061 3.572 0.325  0.401
C18 7.177 1.265 2.540  -0.681
H13 1.806 1.903 1.456  0.472
H14 -0.818 -5.277 -0.360  0.543
N2 1.292 -0.210 -2.366  0.553
O2 -2.048 -4.212 -2.139  -0.616
C19 -0.109 0.810 -0.038  1.512
C20 -1.618 -3.775 0.950  -0.303
N3 3.108 -0.394 1.081  -0.534
C21 4.872 2.014 1.185  0.044
N4 3.662 0.165 2.204  0.683
H15 -7.605 -3.295 -0.330  0.406
H16 -2.572 4.175 1.844  0.470
H17 8.108 2.922 1.548  0.400
C22 -1.177 -4.110 3.302  -1.218
S3 1.178 -2.059 0.223  -0.254
C23 -1.762 -3.382 2.278  -0.581
H18 0.194 -6.587 1.455  0.459
H19 -0.629 4.992 3.127  0.431
H20 -2.338 2.212 0.355  0.547
H21 -2.377 -2.528 2.560  0.578
C24 -1.615 3.680 1.749  -0.915
C25 -0.922 -4.942 0.663  0.002
C26 -3.116 3.748 -2.382  0.914
H22 2.170 -1.117 -5.466  0.460
O3 -0.649 -2.486 -1.915  -0.677
S4 -1.830 0.078 -2.446  -0.452
C27 -0.349 -5.681 1.692  -0.932
N5 -0.677 2.491 -2.430  -0.153
H23 -1.300 -3.789 4.328  0.485
H24 -1.978 5.586 -2.426  0.447
C28 -4.470 4.384 -2.381  -1.273
H25 -4.718 4.719 -3.390  0.305
H26 0.450 -1.516 -3.725  0.467
H27 0.198 4.359 -2.467  0.457
C29 -1.641 -3.267 -1.525  -0.448
C30 0.856 2.409 1.540  0.100
C31 -0.519 4.137 2.473  -0.550
C32 -2.239 -2.917 -0.148  3.105
C33 2.232 -0.599 -4.520  -0.942
C34 3.256 0.287 -4.248  -0.244
C35 4.870 0.925 2.037  0.078
H28 -6.522 -1.082 -0.559  0.436
C36 -6.527 -3.210 -0.288  -0.489
N6 5.110 2.643 -2.407  -0.462
C37 -3.756 -2.994 -0.170  -0.647
H29 -5.223 3.665 -2.066  0.333
C38 7.194 2.360 1.687  -0.522
C39 1.265 -0.826 -3.562  -0.284
H30 2.290 1.092 -1.106  0.392
Re1 -0.233 -0.677 -0.972  -0.138
C40 3.060 -0.082 3.410  0.101

***

[3]
This record from the OMol25 dataset describes C40H32Br2IrN3O3P as an isolated structure in a non-equilibrium geometry. The level of theory is ωB97M-V with the def2-TZVPD basis set.

Calculated values
ΔE to the lowest compared entry with this formula, charge and spin = 0.00 kcal per mole
charge = +1
energy = -204822.4032 eV
multiplicity = 1
orbital gap = 6.535 eV

Last column: Mulliken charge in e.
Geometry (Å):
H1 -2.821 2.359 1.105  0.453
H2 -0.232 -0.013 -6.673  0.376
Ir1 0.205 0.063 0.075  0.758
C1 4.463 0.078 3.131  -0.011
H3 -3.133 3.566 3.234  0.450
H4 -2.990 2.341 5.380  0.401
H5 -3.363 -0.889 -2.215  0.354
H6 -5.646 -1.314 -3.052  0.430
C2 4.095 0.000 1.769  1.215
C3 -1.418 -4.334 1.069  -0.680
O1 0.473 0.155 2.081  -0.538
H7 -4.918 -0.357 1.750  0.430
C4 -0.214 -1.888 0.410  -0.133
H8 -2.550 -0.088 5.386  0.550
P1 -2.306 -0.348 0.427  0.796
C5 -5.485 -1.107 -2.002  -0.730
Br1 6.287 0.097 3.626  -0.219
C6 -0.399 1.676 -3.822  -0.513
C7 -2.433 -0.235 3.253  -0.113
Br2 0.861 0.217 5.135  -0.135
C8 -6.560 -1.081 -1.123  -0.551
H9 -7.561 -1.262 -1.489  0.393
C9 -2.508 0.449 2.048  0.493
C10 -2.758 1.822 2.046  -0.495
H10 0.373 6.968 -0.414  0.383
C11 -2.857 1.813 4.445  -0.505
H11 5.200 -0.299 -1.406  0.499
C12 -2.608 0.449 4.448  -0.848
H12 -1.869 -5.285 1.318  0.425
H13 -3.277 -3.248 1.113  0.520
H14 -0.989 6.609 -1.474  0.284
C13 2.724 0.006 1.448  -0.543
C14 0.562 -3.036 0.540  -0.737
C15 -0.041 -4.246 0.867  -0.868
H15 -2.221 -1.297 3.260  0.352
O2 -0.231 2.063 -6.487  -0.507
H16 3.790 0.187 5.146  0.460
H17 -1.818 0.726 -6.410  0.298
C16 -3.995 -0.602 -0.178  0.363
H18 6.066 -0.099 0.889  0.380
H19 -7.190 -0.800 0.907  0.423
H20 1.634 -2.999 0.374  0.459
C17 -0.606 0.595 -4.670  -0.007
N1 0.205 2.201 -0.232  0.187
O3 0.772 6.620 -2.434  -0.503
H21 3.578 -0.630 -2.868  0.561
H22 -0.529 -1.785 -2.263  0.556
H23 -0.250 4.223 -2.874  0.525
C18 0.047 6.346 -1.252  -0.849
N2 -0.254 0.222 -1.940  1.360
C19 3.506 0.139 4.104  -0.333
H24 0.487 5.191 1.226  0.445
C20 -2.932 2.503 3.241  -0.828
C21 -0.073 3.913 -1.855  -0.530
C22 -6.353 -0.817 0.223  -0.807
C23 5.003 -0.095 0.695  -1.280
C24 -0.496 -0.816 -2.745  -0.610
C25 -1.588 -1.988 0.656  0.299
C26 -0.238 1.465 -2.465  0.254
C27 0.110 4.886 -0.871  0.482
C28 1.725 0.104 2.449  -0.118
H25 1.715 6.563 -2.249  0.323
H26 -0.860 -1.548 -4.712  0.531
C29 3.133 -0.206 -0.836  1.268
C30 2.710 -0.399 -2.257  -1.373
H27 -0.341 2.668 -4.241  0.700
H28 2.245 0.499 -2.661  0.164
C31 4.523 -0.201 -0.570  -0.975
C32 -5.073 -0.568 0.700  -0.481
H29 0.566 -5.138 0.957  0.421
N3 2.251 -0.085 0.145  0.340
C33 2.147 0.142 3.765  0.088
C34 -2.205 -3.199 0.957  -0.396
C35 -0.017 2.581 -1.504  0.652
H30 2.004 -1.223 -2.336  0.140
C36 0.372 3.116 0.715  -0.645
H31 -0.273 2.183 -7.440  0.321
C37 -0.677 -0.671 -4.106  -1.221
H32 0.524 2.735 1.718  0.586
C38 -4.205 -0.864 -1.532  -0.328
C39 -0.754 0.795 -6.152  -0.641
C40 0.338 4.473 0.429  -1.098

***

Which formula does entry 3 have?
C40H32Br2IrN3O3P

***

Which value of multiplicity does entry 2 give?
1